[1]
DFT (the ωB97M-V functional and the def2-TZVPD basis) results for a cluster of 2 separate species, C5H6N in total in a non-equilibrium geometry.

Summary:
LUMO: -4.29 eV
Charge: +1

```
12
Properties=species:S:1:pos:R:3:forces:R:3
N 1.640573 0.032059 0.085933 1.5 -0.7 -0.5
C -0.981421 0.926159 0.008973 -3.5 1.6 0.4
C -1.034240 -0.365679 -0.770315 -1.7 0.8 -1.4
C -0.080644 -1.015399 -0.039328 -1.3 1.7 1.6
C -0.936954 -0.299990 0.824203 3.2 1.9 -3.8
C 2.774365 0.141077 -0.063264 -1.3 1.0 0.0
H -1.458358 -0.546914 1.624068 -2.4 -1.4 3.4
H -1.815435 -0.626183 -1.515052 1.0 -0.2 0.6
H -1.973787 1.553848 0.141193 2.1 -1.3 -0.6
H 0.270589 -1.940470 0.153720 1.4 -2.9 -0.2
H -0.125585 1.547847 -0.206927 0.4 -0.2 0.4
H 3.720901 0.593642 -0.243208 0.6 -0.4 0.0
```
Forces are in eV/Å.



[2]
DFT (the ωB97M-V functional and the def2-TZVPD basis) results for the ion C5H6N with charge +1 in a non-equilibrium geometry.

Summary:
SMILES string: C#[N+]C#CCC
LUMO: -5.93 eV
Charge: +1

```
12
Properties=species:S:1:pos:R:3:forces:R:3
N -0.887536 -2.672120 -0.129784 -2.5 -5.7 0.0
C -0.354433 -1.551567 -0.077041 4.5 12.8 -0.2
C -1.326176 -3.764769 -0.125194 1.7 4.1 0.0
C 0.168082 2.352793 0.060934 1.1 -0.7 2.8
C 0.076686 -0.248475 -0.090893 -4.1 -11.3 0.6
C 0.866194 0.893225 -0.062813 -1.8 2.8 -2.6
H -0.376745 2.489321 -0.866425 0.0 0.9 0.3
H 1.051562 3.027524 0.371858 -1.4 -0.7 -1.5
H -0.436594 2.442594 1.054795 0.5 -0.6 -2.1
H 1.508722 0.900366 0.725586 2.3 -0.7 2.1
H 1.345382 0.836302 -1.067251 0.4 0.3 0.7
H -1.635143 -4.705195 0.206228 -0.5 -1.3 0.0
```
Forces are in eV/Å.



[3]
DFT (the ωB97M-V functional and the def2-TZVPD basis) results for the ion C5H6N with charge +1 in a non-equilibrium geometry.

Summary:
LUMO: -6.59 eV
Charge: +1

```
12
Properties=species:S:1:pos:R:3:forces:R:3
N -1.874957 0.938470 -0.384583 -0.2 -1.3 1.2
C -1.458584 -0.501847 -0.120391 2.0 1.4 -0.2
C 0.053189 -0.942509 0.391841 -0.8 1.3 -1.3
C -2.330106 0.292783 0.609579 0.8 0.7 -0.1
C 2.098733 0.584418 -0.457750 0.0 1.1 -1.6
C 1.033365 -0.279225 -0.071488 0.4 -1.8 0.6
H -0.131094 -1.875010 0.910681 0.8 0.0 0.1
H 1.610470 1.522044 -0.163749 0.4 0.7 -0.1
H -1.785089 -1.232261 -0.768255 -0.3 -1.6 -1.5
H 3.074169 0.585453 0.027417 -0.4 -0.5 1.3
H -2.822538 0.222819 1.533575 -1.1 0.8 0.8
H 2.532444 0.684863 -1.506882 -1.6 -0.7 0.7
```
Forces are in eV/Å.



[4]
DFT (the ωB97M-V functional and the def2-TZVPD basis) results for a structure of composition C5H6N in a non-equilibrium geometry.

Summary:
LUMO (spin up / spin down): -6.90 / -6.90 eV
Charge: +1

```
12
Properties=species:S:1:pos:R:3:forces:R:3
N -1.925698 -0.247827 0.528613 -0.7 -1.0 1.2
C -0.658992 -2.220599 0.746095 1.7 -1.1 -0.6
C 0.270087 -1.175380 0.866592 -4.1 -0.4 0.6
C -1.792715 -1.452484 0.739609 0.1 2.8 -0.6
C -0.538233 0.063040 0.881391 1.3 -0.7 -3.6
C 0.089214 0.552424 -1.264140 -0.3 -1.1 2.3
H 0.044518 1.639828 -1.254575 0.1 -0.3 0.1
H -0.318239 0.922127 1.453752 -0.1 0.9 0.5
H -0.691164 0.020780 -1.816059 0.3 0.2 0.3
H 1.275331 -1.268739 1.087898 1.9 -0.1 0.3
H -0.563477 -3.281557 0.589326 0.1 0.0 0.3
H 1.034209 0.010453 -1.096864 -0.5 0.8 -0.7
```
Forces are in eV/Å.



[5]
DFT (the ωB97M-V functional and the def2-TZVPD basis) results for the ion C5H6N with charge +1 in a non-equilibrium geometry.

Summary:
LUMO (spin up / spin down): -5.07 / -9.53 eV
Charge: +1
Multiplicity: 3

```
12
Properties=species:S:1:pos:R:3:forces:R:3
N -1.017659 1.123083 -1.523257 -2.2 -1.3 -4.6
C -0.078495 -1.771459 -0.539710 2.4 0.5 1.0
C 0.108483 1.911115 0.763196 -1.2 -0.5 -1.4
C 0.415409 -0.781559 0.434962 3.4 -6.2 0.2
C -0.557346 1.488286 -0.547866 2.8 2.3 5.0
C 0.276499 0.492278 0.527096 -1.8 5.0 0.7
H 1.016461 2.505905 0.666329 -0.1 0.2 0.3
H -0.665476 2.180823 1.502996 0.6 0.0 -0.1
H 1.268789 -1.155277 1.080902 -0.8 -0.1 -0.5
H -0.408944 -1.300632 -1.399625 -0.4 1.3 -2.1
H -0.996752 -2.112567 -0.221332 -2.4 -1.5 1.2
H 0.639032 -2.579996 -0.743693 -0.4 0.3 0.4
```
Forces are in eV/Å.



[6]
DFT (the ωB97M-V functional and the def2-TZVPD basis) results for the molecule C5H6N2 in a non-equilibrium geometry.

Summary:
SMILES string: [H]/N=C1\N=CC=C1C
LUMO: -0.68 eV

```
13
Properties=species:S:1:pos:R:3:forces:R:3
N -1.803848 0.996056 -0.317717 2.5 -0.8 0.5
N -0.572011 -0.060488 -2.158252 -1.0 1.5 -0.9
C 0.251952 -0.279072 0.157522 0.5 1.6 1.9
C -0.196909 0.388049 1.300514 1.4 -2.7 -3.6
C -1.381327 1.065094 0.911346 -1.6 0.7 -0.9
C -0.701520 0.189745 -0.924165 -0.9 -0.2 -0.2
C 1.599878 -1.012710 0.041787 -1.4 -0.8 -1.1
H 2.178377 -0.938486 0.968619 -0.2 -0.1 -0.3
H 2.183094 -0.655340 -0.818295 -0.2 0.4 0.4
H -1.288857 0.509326 -2.758808 1.3 -1.5 1.6
H 0.212904 0.242407 2.253617 0.4 0.3 1.2
H -1.909519 1.638535 1.615691 -1.0 0.7 0.8
H 1.427786 -2.083117 -0.271859 0.1 0.9 0.7
```
Forces are in eV/Å.



[7]
DFT (the ωB97M-V functional and the def2-TZVPD basis) results for the molecule C5H6N2 in a non-equilibrium geometry.

Summary:
SMILES string: N#C[C@H]1C[C@H]2CN21
LUMO: 0.87 eV

```
13
Properties=species:S:1:pos:R:3:forces:R:3
N 2.488787 -0.989498 1.432277 -0.6 0.6 -0.4
N -0.718917 0.097751 0.931411 0.6 -0.6 0.5
C -1.140016 0.293136 -0.689284 0.2 0.3 0.9
C -1.173710 -0.969420 0.075731 0.0 -0.3 0.4
C 0.620594 0.563190 0.469503 0.4 0.0 0.2
C 1.681902 -0.276981 1.011739 1.1 -0.6 0.3
C 0.337559 0.542450 -1.041565 0.1 0.1 0.1
H 0.556958 1.474951 -1.561080 -0.1 -0.1 0.2
H -0.416902 -1.721676 -0.129978 -0.2 0.0 -0.4
H -2.146234 -1.363988 0.348369 0.2 0.0 0.2
H 0.825446 -0.280686 -1.579616 -0.4 0.2 0.1
H 0.757633 1.593830 0.812694 0.0 -0.2 0.0
H -1.600163 1.037346 0.013434 -1.2 0.7 -2.2
```
Forces are in eV/Å.



[8]
DFT (the ωB97M-V functional and the def2-TZVPD basis) results for the molecule C5H6N2 in a non-equilibrium geometry.

Summary:
SMILES string: C#C/C=N/N1CC1
LUMO: 0.58 eV

```
13
Properties=species:S:1:pos:R:3:forces:R:3
N 1.407210 -0.711465 -0.391224 -0.3 0.5 0.6
N -0.047446 -0.684047 -0.212372 0.7 -1.0 0.2
C 1.858200 0.672965 -0.537001 2.4 -1.4 0.5
C -2.175576 0.154729 0.124385 1.8 0.1 0.2
C 2.179541 -0.050297 0.736787 -3.7 2.1 0.6
C -3.350099 0.042621 -0.032942 -3.2 -1.4 0.0
C -0.717986 0.303107 0.214484 -1.4 -0.4 -0.6
H 1.098467 1.348296 -0.742145 -1.0 1.4 0.2
H 1.567824 0.202574 1.651315 0.5 -0.4 -1.2
H 3.177340 -0.241195 0.999404 1.1 -1.0 -0.3
H -0.439549 1.288531 0.540826 0.8 0.3 0.3
H -4.417469 -0.346042 -0.104312 2.1 1.2 0.1
H 2.730556 0.777665 -1.154194 0.1 0.0 -0.5
```
Forces are in eV/Å.



[9]
DFT (the ωB97M-V functional and the def2-TZVPD basis) results for the molecule C5H6N2 in a non-equilibrium geometry.

Summary:
SMILES string: C=C1C=NN=C1C
LUMO: -0.70 eV

```
13
Properties=species:S:1:pos:R:3:forces:R:3
N -1.842128 1.214550 -1.015492 0.6 3.3 0.0
N -0.531227 1.672709 -0.638062 0.7 2.8 -2.8
C 1.758310 0.570245 -0.082727 -2.3 0.5 2.1
C 0.120545 0.704438 -0.211343 4.4 -1.3 1.7
C -1.988827 0.129532 -0.462749 -3.6 -4.7 0.5
C -0.754535 -0.334466 0.199844 0.1 -4.5 0.7
C -0.255211 -1.469600 0.812443 1.7 -0.5 -0.2
H 2.199473 -0.557348 -0.219688 -1.2 3.3 0.2
H 1.939644 1.062090 0.968013 0.2 -1.6 -1.7
H -2.984555 -0.388512 -0.733024 1.8 0.3 1.1
H 0.930938 -1.435662 1.055439 -3.1 0.0 -0.6
H -0.645335 -2.548592 1.062368 0.0 2.7 -0.5
H 2.052908 1.380616 -0.735021 0.8 -0.5 -0.6
```
Forces are in eV/Å.



[10]
DFT (the ωB97M-V functional and the def2-TZVPD basis) results for a structure of composition C5H6N2.

Summary:
LUMO: 0.14 eV

```
13
Properties=species:S:1:pos:R:3:forces:R:3
N -1.028832 -1.631853 0.129253 0.1 0.2 0.0
N -0.144848 0.382738 -0.252710 -0.1 -0.2 0.1
C -0.295486 -0.191649 -1.488281 0.0 0.0 0.0
C 0.658936 0.574604 1.856714 0.2 0.0 -0.2
C 0.701345 1.307333 0.493679 0.0 0.2 0.0
C -0.880328 -1.409597 -1.225310 0.0 0.0 -0.2
C -0.586425 -0.521481 0.646193 0.0 0.0 -0.1
H 1.709843 1.352830 0.069921 -0.1 0.0 0.1
H -0.019928 0.298945 -2.409902 0.0 -0.1 0.1
H -1.228499 -2.139434 -1.944530 0.1 0.1 0.1
H 1.413325 -0.228111 1.830417 -0.1 0.1 0.0
H -0.566416 -0.104910 1.774545 -0.1 -0.1 0.0
H 0.267312 2.310586 0.520009 0.1 -0.1 0.0
```
Forces are in eV/Å.



The evaluated E for the records listed, in turn: -6760.65246; -6759.38985; -6759.22023; -6758.58454; -6757.42807; -8260.79433; -8258.03255; -8256.75419; -8258.17031; -8257.36506 eV.
The evaluated energy relative to the best compared isomer or geometry (same formula, charge and spin) for the records listed, in turn: 104.4; 133.5; 137.4; 152.0; 80.5; 36.1; 99.8; 129.2; 96.6; 115.1 kcal per mole.